[1]
Here is C18H27N5O7P2Re as an isolated structure from the Open Molecules 2025 dataset. Energies are from ωB97M-V/def2-TZVPD.

Last column: Löwdin spin population.
Positions of all 60 atoms, in Å:
Re: -0.21422 0.56877 -0.28354  0.5488
C: 1.11886 -0.82991 2.44490  0.0371
C: 0.21604 0.25169 2.38266  0.0976
C: -0.91453 -0.14565 1.60148  0.0185
C: -0.71551 -1.56430 1.31371  0.0977
C: 0.54736 -1.93888 1.81890  0.0596
C: 1.21722 -3.27286 1.75613  0.0078
C: -1.76270 -2.46345 0.74190  0.0144
C: -2.31440 0.29073 2.01210  0.0156
C: 0.31453 1.52762 3.14394  0.0146
C: 2.46810 -0.83643 3.08366  0.0034
H: 1.65144 -3.53236 2.72341  0.0015
H: 2.04301 -3.25154 1.03992  0.0034
H: 0.53452 -4.06689 1.46287  0.0000
H: -2.54697 -2.62275 1.48993  0.0059
H: -1.36254 -3.43479 0.46541  0.0002
H: -2.24359 -2.02777 -0.13339  0.0030
H: -2.58761 -0.16888 2.96604  0.0010
H: -3.06055 -0.01538 1.27683  -0.0002
H: -2.38343 1.37277 2.13513  0.0000
H: -0.09093 1.36653 4.14883  0.0067
H: -0.27544 2.32437 2.69563  0.0010
H: 1.34428 1.86447 3.27873  0.0017
H: 2.52761 -1.60038 3.86275  0.0011
H: 2.72001 0.12010 3.53820  -0.0001
H: 3.23457 -1.09093 2.34492  0.0013
C: 0.36368 -2.60372 -3.98724  0.0001
C: 0.94304 -1.41529 -3.22787  0.0002
O: 2.05839 -0.80139 -3.85605  0.0005
P: 1.56071 -1.90243 -1.56095  0.0038
O: 3.02000 -2.43187 -1.76523  -0.0001
O: 0.78396 -3.17354 -1.06627  0.0017
O: 1.46668 -0.78859 -0.54546  0.0226
P: -0.32131 -0.14604 -2.86834  0.0003
O: -1.26219 -0.03201 -4.12083  -0.0005
O: -1.13050 -0.71060 -1.67787  -0.0156
O: 0.29631 1.16221 -2.42496  0.0175
H: 1.08208 -3.42425 -4.03731  0.0000
H: 0.11685 -2.29481 -5.00364  0.0000
H: -0.55457 -2.96258 -3.52133  0.0000
H: 2.18526 -1.17137 -4.73908  0.0000
H: 3.67618 -1.79548 -2.08733  0.0000
H: 1.03307 -4.01721 -1.47269  0.0002
H: -1.11008 0.73591 -4.69228  0.0000
N: 2.00547 3.93449 0.92527  -0.0051
C: 1.98970 2.61029 0.86204  -0.0102
N: 0.78162 2.24242 0.45978  -0.0025
C: 0.11095 3.42671 0.27487  -0.0033
N: 0.82503 4.47769 0.55451  0.0025
C: -1.26915 3.32763 -0.17528  0.0149
C: -2.13771 4.38440 -0.37118  -0.0047
N: -3.39030 4.18732 -0.76942  0.0198
C: -3.77385 2.93163 -0.98435  -0.0044
C: -2.91301 1.85864 -0.81784  0.0196
N: -1.65900 2.05600 -0.39368  0.0017
H: 2.76436 4.54075 1.20169  -0.0001
H: 2.80928 1.95611 1.11499  -0.0003
H: -1.80563 5.40360 -0.20637  -0.0005
H: -4.79566 2.77019 -1.30585  -0.0005
H: -3.21475 0.84123 -1.02550  0.0010

Its expectation value of S² is 0.888. The calculation puts the HOMO energy (spin up / spin down) at -0.5202 / -0.5141 Eh. The value obtained for the calculated total energy is -2263.2422 hartree. The calculation puts the relative energy (zero: lowest compared OMol25 entry of this formula, charge and spin) at 231.2 kJ/mol. The multiplicity is 2. The HOMO-LUMO gap (spin up / spin down) is 7.00 / 6.51 eV. Its charge is +2. As for the LUMO energy (spin up / spin down): -0.26302 / -0.27482 hartree.

---

[2]
Here is an isolated molecule of C18H27NO2 from the Open Molecules 2025 dataset. Energies are from ωB97M-V/def2-TZVPD.

Last column: Mulliken charge in e.
Positions of all 48 atoms, in Å:
C: 1.99156 -3.76813 1.45982  -0.7444
O: 1.15485 -2.65652 1.26972  -0.3624
C: 1.82637 -1.54519 0.63531  -2.5503
C: 0.96497 -0.30292 0.38940  3.1998
C: 0.76338 0.23917 1.76335  -1.8975
C: -0.37388 1.23218 1.92014  -0.1053
C: -0.54915 1.74711 3.26940  -0.9824
C: -1.67381 2.42641 3.65065  -1.0134
C: -2.64829 2.62511 2.65822  0.6529
O: -3.71638 3.47337 2.79655  -0.5731
C: -2.53263 2.09936 1.32646  0.5423
C: -1.39658 1.37654 0.97343  -0.2804
C: -1.23480 0.80239 -0.48857  2.7088
C: -2.58864 0.44765 -1.07381  -2.3795
C: -0.46037 1.92911 -1.23418  -1.3474
C: 1.04426 1.96667 -0.95188  -1.3342
C: 1.71049 0.62309 -0.58723  -0.9250
N: 3.15037 0.96110 -0.31279  0.3772
C: 4.28600 0.07952 -0.71632  -1.3404
C: 3.59767 2.23260 0.35397  -1.0420
C: -0.44355 -0.59557 -0.32656  -2.3206
H: 1.93815 -4.44346 0.58211  0.2649
H: 3.07166 -3.46011 1.46741  0.3035
H: 1.77699 -4.29594 2.47804  0.2345
H: 2.23500 -1.92941 -0.34706  0.5286
H: 2.62205 -1.29277 1.23804  0.9084
H: 0.65559 -0.62035 2.35462  0.7333
H: 1.70066 0.70385 2.21827  0.4186
H: 0.21680 1.59796 4.04479  0.3734
H: -1.76614 2.69554 4.69967  0.3993
H: -4.25794 3.43680 1.98751  0.2865
H: -3.40724 2.01804 0.56120  0.0528
H: -3.09316 -0.08783 -0.37336  0.6353
H: -2.51909 -0.31121 -1.83820  0.4125
H: -3.06182 1.40760 -1.33160  0.4153
H: -0.61532 1.61612 -2.33197  0.4206
H: -1.01502 2.84502 -1.23018  0.2586
H: 1.06044 2.55526 -0.08704  0.5293
H: 1.49983 2.53108 -1.76778  0.5292
H: 1.73275 0.15237 -1.58219  0.7469
H: 5.04717 -0.07308 0.01309  0.3620
H: 4.71103 0.44354 -1.56495  0.4937
H: 4.00878 -0.91090 -1.04533  0.3649
H: 3.89619 2.96609 -0.45119  0.3023
H: 4.50367 2.07475 0.95164  0.3182
H: 2.94130 2.66465 1.14313  0.2797
H: -1.06918 -1.31340 0.16901  0.5083
H: -0.28449 -0.96277 -1.33227  0.6369

The calculation puts the HOMO energy at -0.2884 Eh. The value obtained for the calculated total energy is -907.1977 hartree. The calculation puts the relative energy (zero: lowest compared OMol25 entry of this formula, charge and spin) at 429.4 kJ/mol. The multiplicity is 1. The HOMO-LUMO gap is 8.60 eV. As for the LUMO energy: 0.02747 hartree. The SMILES is COC[C@@]12Cc3ccc(O)cc3[C@@](C)(CC[C@H]1N(C)C)C2.

---

[3]
Here is an isolated molecule of C18H27NO4S from the Open Molecules 2025 dataset. Energies are from ωB97M-V/def2-TZVPD.

Last column: Mulliken charge in e.
Positions of all 51 atoms, in Å:
C: -0.07701 -4.40272 -0.74749  -1.1597
C: 1.14458 -3.52044 -0.95857  -0.2743
O: 0.83839 -2.13838 -0.76145  -0.2025
C: 0.84413 -1.68565 0.49521  -0.4752
O: 1.11334 -2.37414 1.44621  -0.6140
C: 0.45051 -0.21582 0.59578  2.5306
C: -1.04440 -0.17589 0.98231  -2.2001
C: -1.96898 -0.95896 0.05294  0.0777
C: -3.44395 -0.70401 0.39352  -1.4002
C: -3.82862 0.72192 0.11733  0.4916
C: -3.96746 1.64185 1.14817  -0.2791
C: -4.28742 2.96159 0.87965  -0.6103
C: -4.47189 3.37941 -0.42665  -0.4224
C: -4.33835 2.46979 -1.46221  -0.7074
C: -4.01888 1.15215 -1.19042  -0.2041
C: 0.71011 0.55566 -0.70430  -1.0988
C: 2.20633 0.66023 -0.99567  -0.7456
N: 2.87437 1.26668 0.12701  -0.0006
S: 4.32933 1.99431 -0.16219  1.1862
C: 5.51598 0.65317 -0.48425  -1.0444
O: 4.19604 2.76127 -1.36383  -0.6697
O: 4.72942 2.65569 1.04221  -0.6624
C: 2.74139 0.52801 1.35664  -0.7786
C: 1.26472 0.42933 1.73048  -1.2568
H: 0.17723 -5.43447 -0.97258  0.4383
H: -0.88776 -4.08670 -1.39977  0.2719
H: -0.40511 -4.34106 0.28732  0.2740
H: 1.50297 -3.58605 -1.98813  0.3622
H: 1.94103 -3.80972 -0.26481  0.3496
H: -1.35904 0.86965 0.99895  0.5939
H: -1.14532 -0.57452 1.99461  0.3695
H: -1.79171 -0.66893 -0.98317  0.2990
H: -1.76609 -2.02706 0.14525  0.0445
H: -3.61699 -0.94061 1.44497  0.4562
H: -4.06303 -1.37061 -0.21145  0.4527
H: -3.82771 1.32113 2.17105  0.3672
H: -4.39273 3.66507 1.69270  0.3763
H: -4.72152 4.40869 -0.63741  0.3839
H: -4.48531 2.78847 -2.48394  0.3865
H: -3.92055 0.44487 -2.00211  0.4147
H: 0.22041 0.06953 -1.54631  0.4174
H: 0.30332 1.56159 -0.59310  0.4864
H: 2.38961 1.30389 -1.85659  0.5631
H: 2.61154 -0.34291 -1.20287  0.3594
H: 6.47515 1.11701 -0.67010  0.4281
H: 5.56366 0.02265 0.39322  0.3277
H: 5.18364 0.10728 -1.35681  0.3241
H: 3.30036 1.07421 2.11691  0.5461
H: 3.16044 -0.48635 1.25883  0.3613
H: 1.16471 -0.17034 2.63566  0.4151
H: 0.87710 1.43027 1.91926  0.4509

The calculation puts the HOMO energy at -0.3389 Eh. The value obtained for the calculated total energy is -1456.0186 hartree. The calculation puts the relative energy (zero: lowest compared OMol25 entry of this formula, charge and spin) at 18.8 kJ/mol. The multiplicity is 1. The HOMO-LUMO gap is 9.86 eV. As for the LUMO energy: 0.02342 hartree. The SMILES is CCOC(=O)C1(CCCc2ccccc2)CCN(S(C)(=O)=O)CC1.

---

Q: Among the records above, which one has the highest relative energy (zero: lowest compared OMol25 entry of this formula, charge and spin)?
A: C18H27NO2

---

Q: Which of these has the highest calculated total energy?
A: C18H27NO2

---

Q: The lowest relative energy (zero: lowest compared OMol25 entry of this formula, charge and spin) belongs to which entry?
A: C18H27NO4S

---

Q: The highest relative energy (zero: lowest compared OMol25 entry of this formula, charge and spin) belongs to which entry?
A: C18H27NO2